Record 1
Molecular formula: CHN4S2
Method: DFT, the ωB97M-V functional and the def2-TZVPD basis

The value obtained for the LUMO energy (spin up / spin down) is 0.127 / 0.127 hartree. As for the charge: -1. For the gap between HOMO and LUMO (spin up / spin down), the calculation gives 6.62 / 6.62 eV. The highest occupied orbital energy (spin up / spin down) comes out at -0.1166 / -0.1166 Eh. As for the spin multiplicity: 1. As for the energy above the lowest of the compared OMol25 structures with the same formula, charge and spin: 104.56 kcal per mole.

Geometry as XYZ:
```
8
Properties=species:S:1:pos:R:3:mulliken_charge:R:1
C -1.82 1.41 0.45 -0.33
N 0.00 -0.03 0.97 -0.64
N -0.81 0.79 0.57 0.41
N 0.50 -0.69 -1.13 -0.49
N 0.77 -0.79 0.13 0.69
S 1.37 -1.49 -2.22 -0.39
S 1.94 -1.67 0.94 -0.46
H -1.94 2.46 0.28 0.20
```


Record 2
Molecular formula: CHNO2S
Method: DFT, the ωB97M-V functional and the def2-TZVPD basis

The value obtained for the LUMO energy is -0.047 hartree. For the gap between HOMO and LUMO, the calculation gives 8.17 eV. The highest occupied orbital energy comes out at -0.3478 Eh. As for the spin multiplicity: 1. As for the energy above the lowest of the compared OMol25 structures with the same formula, charge and spin: 79.60 kcal per mole.

Geometry as XYZ:
```
6
Properties=species:S:1:pos:R:3:mulliken_charge:R:1
C -0.45 0.72 -0.43 -0.02
N 0.59 -0.64 0.39 0.75
O -0.05 -1.24 1.19 -0.46
O 1.73 -0.69 0.05 -0.51
S -1.96 0.56 -0.08 -0.12
H 0.14 1.30 -1.11 0.36
```